A single C25H30N4O5 molecule, computed with ωB97M-V with the def2-TZVPD basis set.

```
64
Properties=species:S:1:pos:R:3:forces:R:3:lowdin_charge:R:1
C -5.19705 0.19977 0.22803 0.24 0.13 0.15 -0.056
C -4.04162 -0.05723 1.19208 0.04 -0.19 -0.15 -0.382
C -4.35001 -1.24433 2.09989 0.12 0.24 -0.05 -0.064
C -2.76028 -0.30431 0.39447 -0.13 0.21 0.10 -0.206
N -1.63642 -0.58053 1.28628 -0.08 0.04 0.18 0.148
C -0.50726 -1.14612 0.76602 -0.17 -0.09 0.14 -0.461
O -0.47859 -1.61997 -0.35953 0.01 -0.19 -0.16 0.060
N 0.59241 -1.18991 1.59570 0.02 0.11 -0.03 0.068
C 1.87853 -1.16002 1.02469 0.45 0.03 -0.18 -0.162
C 2.26400 -1.96321 -0.03779 0.08 -0.09 0.10 -0.018
C 3.52836 -1.81929 -0.59285 0.01 -0.05 -0.07 -0.096
C 4.41826 -0.89145 -0.07870 -0.02 0.13 0.01 -0.082
C 4.04507 -0.09220 0.98830 -0.08 -0.08 0.05 -0.012
C 2.77793 -0.21355 1.53820 -0.04 -0.46 -0.32 -0.189
N 2.36247 0.62450 2.56681 0.46 0.36 -0.12 0.184
C 1.22685 0.44584 3.28340 -0.46 -0.19 0.11 -0.426
O 0.80744 1.26102 4.07384 -0.10 0.08 0.15 0.091
C 0.56626 -0.90545 3.01774 0.15 -0.11 0.36 -0.166
C 1.29423 -2.02827 3.79724 -0.25 -0.04 0.12 -0.357
C 0.66704 -3.37985 3.46408 0.22 0.22 -0.09 -0.048
C 1.21938 -1.75753 5.29691 0.17 0.06 -0.23 -0.052
C -2.31483 0.93305 -0.40290 -0.22 -0.33 -0.12 -0.430
O -2.51913 2.06703 -0.03000 -0.09 0.23 0.22 0.095
N -1.58877 0.61877 -1.50450 0.08 0.00 -0.55 0.126
C -0.62232 1.55922 -2.04333 0.03 0.04 0.17 -0.157
C 0.71081 1.05634 -1.47658 0.05 0.25 0.28 -0.470
O 1.13262 1.35030 -0.38814 -0.04 0.21 0.13 0.134
O 1.29026 0.16677 -2.27085 0.16 -0.34 -0.58 0.145
C -0.61631 1.63915 -3.54680 -0.15 0.04 -0.09 -0.175
C -1.53036 0.94165 -4.32134 0.05 0.06 0.12 -0.027
C -1.49425 1.04342 -5.70173 -0.01 -0.01 -0.12 -0.079
C -0.54468 1.83874 -6.31785 -0.05 -0.04 -0.09 -0.092
C 0.36902 2.53955 -5.54787 0.09 0.08 0.04 -0.078
C 0.33224 2.44201 -4.16959 -0.12 -0.05 -0.01 -0.033
H -5.35568 -0.66245 -0.41682 -0.05 -0.13 -0.08 0.085
H -4.98752 1.06697 -0.39210 -0.06 0.10 -0.10 0.077
H -6.11233 0.38788 0.78324 -0.12 0.01 0.01 0.081
H -3.88909 0.84068 1.79988 0.02 -0.01 -0.04 0.142
H -5.24840 -1.04826 2.67950 -0.10 -0.02 0.06 0.079
H -4.51229 -2.14104 1.50550 -0.03 -0.16 -0.05 0.084
H -3.53026 -1.43356 2.78793 0.02 -0.09 0.10 0.064
H -2.87554 -1.17042 -0.26375 -0.04 0.09 0.06 0.160
H -1.52963 0.11129 2.01460 0.11 -0.01 0.00 0.151
H 1.56691 -2.67823 -0.44101 -0.03 -0.04 0.02 0.118
H 3.81741 -2.44530 -1.42337 0.03 -0.08 -0.06 0.107
H 5.40173 -0.78474 -0.50967 0.09 0.02 -0.03 0.104
H 4.72551 0.64626 1.38512 0.08 0.08 0.06 0.115
H 2.87515 1.48449 2.71276 -0.17 -0.06 0.06 0.170
H -0.46428 -0.87635 3.37644 0.15 0.08 -0.04 0.156
H 2.34503 -2.04230 3.48753 -0.05 0.04 0.00 0.142
H -0.37863 -3.39764 3.76425 -0.16 -0.02 0.05 0.086
H 1.19009 -4.17271 3.99263 0.02 -0.10 0.06 0.083
H 0.72386 -3.58260 2.39774 -0.03 -0.10 -0.09 0.075
H 1.64001 -0.78626 5.54305 0.02 0.08 0.13 0.077
H 1.77006 -2.52067 5.84127 0.03 -0.07 0.07 0.082
H 0.18526 -1.77372 5.63379 -0.14 0.01 0.08 0.089
H -1.34719 -0.35997 -1.63367 -0.11 0.13 0.21 0.128
H -0.85137 2.53696 -1.59953 0.18 -0.26 -0.06 0.167
H 2.04117 -0.27003 -1.82764 -0.14 0.20 0.21 0.108
H -2.27765 0.32694 -3.84366 -0.06 -0.05 0.04 0.108
H -2.21175 0.49837 -6.29727 -0.06 -0.04 -0.05 0.102
H -0.51698 1.91560 -7.39463 0.00 0.00 -0.09 0.100
H 1.11030 3.16498 -6.02295 0.06 0.05 -0.04 0.102
H 1.04190 2.99129 -3.56720 0.11 0.07 0.05 0.123
```
Positions in Å, forces in eV/Å.

Calculated values
Energy ... -1566.00906 hartree
Kohn-Sham gap ... 9.215 eV
Structure (SMILES) ... CC(C)[C@H](NC(=O)N1c2ccccc2NC(=O)[C@@H]1C(C)C)C(=O)N[C@@H](C(=O)O)c1ccccc1
Multiplicity ... 1
Energy relative to the best compared isomer or geometry (same formula, charge and spin) ... 8.4 kJ/mol



A single C25H30N4O5S molecule at a distorted geometry, computed with ωB97M-V with the def2-TZVPD basis set.

```
65
Properties=species:S:1:pos:R:3:forces:R:3:lowdin_charge:R:1
C 3.30645 -3.28493 5.59791 0.19 0.17 -0.08 -0.002
C 3.39405 -2.61494 4.27783 -0.40 -0.18 -0.64 -0.329
C 2.77744 -2.84764 3.08527 0.36 0.25 0.43 0.041
C 3.31470 -1.84442 2.22655 0.33 -0.12 1.00 -0.326
N 2.99245 -1.70722 0.89743 -0.03 -0.28 0.04 0.155
C 3.42864 -0.72165 0.05206 -0.17 -0.27 -0.49 -0.470
O 4.13602 0.19639 0.37890 0.12 0.24 0.04 0.101
C 2.92933 -0.91105 -1.37796 -0.14 0.24 0.07 -0.083
C 1.76370 0.03567 -1.67883 0.22 -0.26 0.04 -0.077
C 0.48859 -0.40114 -0.98568 0.08 0.36 -0.27 -0.422
O 0.46020 -1.34446 -0.20091 0.06 -0.37 0.18 0.032
N -0.62868 0.29628 -1.26720 -0.27 -0.09 0.14 0.018
C -0.69364 1.49195 -2.08455 0.32 -0.02 -0.44 -0.051
C -1.06756 1.18697 -3.50188 -0.63 0.75 -0.09 -0.266
C -1.97442 1.76492 -4.33894 0.50 -0.13 0.47 -0.035
C -1.90537 1.04288 -5.55568 0.40 -0.40 -0.07 -0.053
C -0.96466 0.08191 -5.36691 -0.55 0.23 -0.67 -0.113
O -0.44468 0.16345 -4.12878 0.33 -0.13 0.47 0.031
C -1.89943 -0.14660 -0.66951 0.06 -0.09 0.19 -0.174
C -2.12574 0.77647 0.53975 0.18 -0.59 -0.16 -0.445
O -2.91976 1.69733 0.51768 0.02 0.34 0.20 -0.002
N -1.30806 0.49216 1.55839 0.27 -0.19 0.44 0.134
C -1.13179 1.38064 2.69376 -0.24 0.43 0.23 -0.297
C -0.58811 0.59939 3.88829 -0.01 -0.14 -0.19 -0.140
C 0.84621 0.12739 3.65143 0.00 0.26 0.23 -0.192
C 1.75925 1.29773 3.29858 0.10 -0.21 -0.30 -0.184
C 1.22669 2.03320 2.07388 -0.02 0.25 0.33 -0.184
C -0.19102 2.53653 2.32860 -0.04 -0.18 -0.21 -0.135
C -3.01081 -0.11077 -1.65579 -0.36 0.20 0.14 -0.454
C -3.25029 -1.02876 -2.63545 0.10 0.11 0.25 -0.118
C -4.35469 -0.69180 -3.44395 -0.12 0.01 -0.15 -0.184
C -4.92996 0.47617 -3.06132 0.19 0.23 0.25 -0.393
S -4.15297 1.18513 -1.70227 -0.37 -0.44 -0.54 1.095
N 4.17142 -1.09485 2.87318 0.16 0.62 -1.25 0.120
O 4.22536 -1.56856 4.14533 -0.26 -0.63 0.83 0.009
H 4.22834 -3.82738 5.80361 0.02 -0.06 0.05 0.089
H 2.47385 -3.98170 5.60603 -0.03 -0.03 0.02 0.085
H 3.17269 -2.54355 6.38298 -0.05 0.00 0.08 0.088
H 2.05656 -3.59801 2.83942 -0.18 -0.22 0.02 0.114
H 2.21890 -2.27478 0.57114 0.17 0.25 -0.01 0.129
H 2.62607 -1.94305 -1.55371 0.04 0.02 -0.05 0.119
H 3.75737 -0.66160 -2.04273 -0.01 -0.04 0.09 0.127
H 2.03709 1.03896 -1.34019 -0.05 0.04 -0.08 0.129
H 1.58083 0.06845 -2.75430 0.01 0.12 0.05 0.118
H -1.45579 2.15450 -1.66355 0.15 0.01 -0.08 0.129
H 0.26688 2.01286 -2.04421 -0.13 -0.03 0.07 0.134
H -2.61318 2.59367 -4.11533 -0.14 0.16 0.14 0.111
H -2.48212 1.21731 -6.43992 -0.10 -0.04 -0.24 0.103
H -0.58506 -0.69063 -6.00526 0.11 -0.14 -0.02 0.119
H -1.73328 -1.17596 -0.32940 -0.07 0.29 -0.06 0.159
H -0.63005 -0.24826 1.44266 -0.10 -0.07 -0.20 0.115
H -2.12363 1.78729 2.92347 0.17 -0.08 0.01 0.148
H -0.61078 1.25310 4.76189 -0.03 0.03 0.04 0.120
H -1.23709 -0.25544 4.09104 -0.07 0.04 0.06 0.116
H 0.87062 -0.60565 2.84115 0.06 -0.13 -0.02 0.094
H 1.21268 -0.37328 4.55015 0.01 -0.12 -0.06 0.110
H 2.76913 0.93727 3.09690 0.00 0.05 0.10 0.091
H 1.80684 1.98798 4.14379 0.03 0.07 0.08 0.118
H 1.88084 2.87263 1.83413 0.02 -0.02 -0.11 0.116
H 1.23499 1.35624 1.21622 0.04 -0.04 -0.13 0.095
H -0.58447 3.04749 1.44742 -0.07 0.07 0.03 0.112
H -0.18140 3.25031 3.15412 -0.02 0.09 0.04 0.121
H -2.65057 -1.91130 -2.77434 0.15 -0.16 0.00 0.121
H -4.69604 -1.29343 -4.26705 -0.09 -0.09 -0.15 0.101
H -5.78504 0.95947 -3.49037 -0.22 0.08 -0.12 0.061
```
Positions in Å, forces in eV/Å.

Calculated values
Energy ... -1964.08343 hartree
Kohn-Sham gap ... 9.112 eV
Structure (SMILES) ... Cc1cc(NC(=O)CCC(=O)N(Cc2ccco2)[C@@H](C(=O)NC2CCCCC2)c2cccs2)no1
Multiplicity ... 1
Energy relative to the best compared isomer or geometry (same formula, charge and spin) ... 120.1 kJ/mol



A molecular structure, C25H30N5O3PtS3 at a distorted geometry, computed with ωB97M-V with the def2-TZVPD basis set.

```
67
Properties=species:S:1:pos:R:3:forces:R:3:lowdin_charge:R:1
Pt -0.43214 0.33445 1.00450 -0.32 0.82 -0.26 1.169
N -1.57267 -1.24925 0.49308 0.95 -0.89 -0.23 0.032
C -1.97673 -2.25230 0.06028 -0.24 0.04 -0.07 -0.185
N -2.53392 -3.30512 -0.42489 -0.03 -0.06 -0.01 -0.053
C -2.95943 -4.45533 0.41373 -0.04 0.16 -0.04 -0.070
C -2.25807 -5.69690 -0.09694 0.05 -0.17 -0.11 -0.177
O -2.50298 -5.87797 -1.47512 0.00 0.09 0.03 -0.097
C -2.00820 -4.80857 -2.25451 0.04 -0.22 -0.01 -0.176
C -2.70360 -3.51624 -1.88719 -0.06 0.12 0.10 -0.067
H -4.03923 -4.55975 0.30125 -0.01 0.04 0.01 0.145
H -2.72728 -4.25101 1.45756 0.03 0.00 -0.01 0.131
H -2.64662 -6.57662 0.41318 0.02 0.00 0.00 0.145
H -1.17782 -5.62689 0.08955 0.01 0.00 0.01 0.131
H -2.20465 -5.05507 -3.29629 0.01 0.00 0.01 0.145
H -0.92368 -4.70811 -2.11153 0.02 0.01 -0.02 0.130
H -3.77380 -3.59464 -2.08189 -0.01 0.03 0.01 0.146
H -2.30077 -2.66111 -2.42693 0.02 0.00 0.03 0.138
N -1.98272 -0.61878 4.64341 0.01 -0.01 -0.01 0.107
C -2.12591 0.74372 4.73014 -0.03 -0.05 0.04 -0.021
C -1.68055 1.24629 3.55442 0.10 -0.18 -0.05 -0.087
N -1.26375 0.18525 2.75900 -0.86 0.27 0.81 -0.180
C -1.46719 -0.92559 3.44924 -0.07 -0.02 0.08 -0.150
H -2.23198 -1.28572 5.35898 0.01 0.02 0.00 0.182
H -2.53020 1.22546 5.60214 0.00 0.02 0.02 0.141
H -1.61813 2.26098 3.21451 0.04 0.05 0.01 0.112
H -1.26490 -1.92597 3.11241 0.01 0.00 0.00 0.129
O 0.84317 0.74852 -0.54946 -0.82 -0.24 -0.45 -0.262
C 2.11120 0.63829 -0.87105 -1.36 0.68 -1.22 -0.626
C 2.41643 1.19953 -2.23421 0.15 -0.25 0.38 -0.504
C 2.65027 0.52667 -3.39140 0.20 -0.07 -0.52 -0.113
C 2.81237 1.40484 -4.51215 -0.02 -0.60 0.21 -0.134
C 2.68253 2.70157 -4.16167 -0.08 0.34 0.26 -0.345
S 2.34882 2.88068 -2.48619 0.07 0.52 -0.14 1.103
C 3.11691 1.01026 0.19991 1.30 -1.28 0.03 -0.396
C 4.47515 1.51663 0.01898 -0.91 -0.01 -0.03 -0.058
C 5.05695 1.87465 1.19050 -0.18 0.06 0.72 -0.055
C 4.20897 1.61018 2.29956 0.46 0.21 -0.24 -0.253
S 2.72823 0.96067 1.92049 -0.07 0.29 -0.09 1.187
C 2.86947 -0.62372 -0.54326 1.09 0.44 1.30 -0.350
C 2.47681 -1.65994 0.39394 -0.08 0.46 -0.55 -0.058
C 3.35026 -2.69012 0.43068 0.68 -0.33 -0.33 -0.060
C 4.48511 -2.47042 -0.41805 -0.45 -0.48 0.48 -0.260
S 4.45168 -1.06091 -1.25166 -0.39 0.01 -0.37 1.251
H 2.69839 -0.55198 -3.47503 -0.05 0.01 0.00 0.114
H 3.01602 1.07424 -5.51889 -0.01 -0.03 -0.01 0.123
H 2.75965 3.57223 -4.79244 -0.01 0.04 0.01 0.090
H 4.91750 1.63945 -0.95974 -0.05 0.06 -0.04 0.135
H 6.02913 2.33402 1.29012 0.02 -0.03 0.04 0.144
H 4.45064 1.81626 3.33581 0.01 0.03 -0.02 0.112
H 1.54881 -1.60220 0.94729 -0.01 0.04 -0.03 0.096
H 3.22851 -3.59372 1.00913 0.05 0.00 0.02 0.137
H 5.31466 -3.15532 -0.55079 -0.01 -0.02 0.04 0.114
C -0.49583 4.68020 -0.54891 -0.05 -0.03 0.04 0.002
N -1.78156 4.02574 -0.30020 -0.05 0.37 -0.09 -0.105
C -2.99103 4.72436 -0.76636 0.11 -0.05 0.02 0.008
C -1.85381 2.94081 0.43243 -0.03 -0.50 0.12 -0.454
C -3.19708 2.30686 0.66232 0.06 0.02 -0.06 0.021
O -0.79608 2.46034 0.95934 0.80 0.22 0.22 -0.171
H -0.50665 5.08780 -1.55636 0.01 0.00 -0.01 0.100
H 0.30140 3.95219 -0.45256 0.00 0.00 0.00 0.056
H -0.33967 5.49008 0.16350 0.01 0.02 0.01 0.114
H -2.68044 5.53407 -1.41859 -0.03 0.00 0.00 0.101
H -3.54522 5.14574 0.07074 0.00 0.02 0.02 0.109
H -3.63739 4.05434 -1.32743 0.00 -0.01 -0.02 0.100
H -3.86374 2.99916 1.17848 0.00 0.01 0.00 0.109
H -3.08184 1.41112 1.26333 -0.05 0.00 -0.02 0.054
H -3.67177 2.04165 -0.28223 0.00 0.01 -0.01 0.104
```
Positions in Å, forces in eV/Å.

Calculated values
Total charge ... +3
Energy ... -2782.95025 hartree
Kohn-Sham gap ... 5.383 eV
Multiplicity ... 1
Energy relative to the best compared isomer or geometry (same formula, charge and spin) ... 225.6 kJ/mol



Number 1: E_HOMO -8.53 eV, LUMO level 0.69 eV. Number 2: E_HOMO -8.53 eV, LUMO level 0.59 eV. Number 3: E_HOMO -16.29 eV, LUMO level -10.90 eV.